No. 1
{
  "formula": "C21H36IrP2Se",
  "method": "the ωB97M-V functional and the def2-TZVPD basis",
  "symbols": ["P", "P", "C", "C", "H", "H", "H", "H", "C", "H", "H", "H", "C", "H", "H", "H", "C", "H", "H", "H", "C", "H", "H", "H", "Ir", "C", "C", "C", "C", "C", "C", "C", "C", "C", "H", "H", "H", "H", "H", "H", "H", "H", "H", "H", "H", "H", "H", "H", "H", "Se", "C", "C", "C", "C", "C", "C", "H", "H", "H", "H", "H"],
  "positions_angstrom": [[-2.67897, 0.30823, -2.79444], [-3.00434, -2.25219, -1.14469], [-3.80968, -1.00924, -3.51914], [-4.34932, -1.90707, -2.41221], [-3.24207, -1.57027, -4.28239], [-4.63897, -0.49446, -4.02627], [-5.21101, -1.45949, -1.88656], [-4.67469, -2.87033, -2.83094], [-2.40685, -3.75679, -2.02043], [-1.77130, -4.34399, -1.34996], [-1.84662, -3.47466, -2.91815], [-3.27295, -4.36201, -2.31386], [-4.18281, -3.04901, 0.02346], [-4.74572, -3.82735, -0.50915], [-4.88195, -2.29445, 0.40539], [-3.62476, -3.49534, 0.85048], [-2.12510, 0.89065, -4.45194], [-1.53910, 1.80644, -4.33381], [-3.01022, 1.09208, -5.07288], [-1.51610, 0.11078, -4.92821], [-4.05417, 1.49302, -2.52269], [-4.66820, 1.17200, -1.67582], [-4.67650, 1.52181, -3.42355], [-3.65170, 2.49210, -2.33691], [1.71681, 0.63493, 1.42938], [0.04172, -0.60168, 1.79556], [0.94515, -1.28327, 0.91991], [0.78311, -1.43945, -0.57459], [1.28629, -0.24660, -1.42180], [1.40404, 1.04752, -0.65731], [0.35484, 1.67168, 0.08141], [-1.04864, 1.14066, 0.23904], [-1.22435, 0.10858, 1.38029], [2.78698, 2.32321, 1.59507], [0.04261, -0.96675, 2.83348], [1.57506, -2.05762, 1.39051], [-0.25722, -1.69773, -0.83610], [1.37987, -2.32182, -0.85986], [2.29654, -0.49587, -1.78524], [0.68070, -0.11989, -2.33677], [2.18577, 1.73186, -1.01678], [0.45458, 2.75743, 0.21567], [-1.43748, 0.73007, -0.70978], [-1.70164, 2.00185, 0.46045], [-1.60449, 0.65529, 2.26118], [-2.01142, -0.62312, 1.13084], [2.72252, 2.70217, 2.62111], [2.43790, 3.08620, 0.89312], [3.84474, 2.10104, 1.38871], [2.94228, -0.28202, 3.27933], [4.44680, 0.79159, 3.73753], [5.67787, 0.63174, 3.07374], [6.76647, 1.43544, 3.41953], [6.64162, 2.39191, 4.43797], [5.42771, 2.52654, 5.12528], [4.34024, 1.72181, 4.78686], [5.75426, -0.13194, 2.29758], [7.71515, 1.29726, 2.91058], [7.49447, 3.02132, 4.70409], [5.33214, 3.23889, 5.94049], [3.39007, 1.79834, 5.32418]],
  "atomic_forces_ev_per_a": [[-2.4, -0.7, -2.4], [-2.4, -1.3, -1.6], [0.3, -0.5, 0.4], [0.2, 0.7, 0.0], [-0.2, 0.1, 0.4], [0.4, -0.1, 0.0], [0.4, 0.0, -0.3], [0.0, 0.2, 0.3], [1.0, 0.1, 0.3], [0.0, 0.0, -0.3], [0.0, -0.1, 0.2], [0.2, 0.2, 0.2], [0.5, 0.3, 0.9], [0.3, 0.2, 0.0], [0.2, -0.2, 0.0], [-0.3, 0.0, 0.0], [1.0, 0.2, 0.4], [0.0, -0.1, -0.3], [0.2, -0.1, 0.3], [-0.1, 0.3, 0.1], [0.4, 0.5, 0.9], [0.1, 0.2, -0.1], [0.3, -0.1, 0.1], [-0.2, 0.0, 0.1], [-0.3, 0.4, 0.0], [-0.7, -0.6, 0.9], [0.5, -0.9, 0.1], [0.0, -0.5, -0.7], [0.3, -0.5, -0.2], [0.3, 0.6, -1.2], [0.2, 0.7, 0.1], [-0.7, 0.0, 0.2], [-0.5, 0.4, 0.1], [1.1, 1.1, 0.2], [-0.2, 0.1, -0.4], [-0.6, 0.2, -0.2], [0.1, 0.2, 0.2], [-0.3, 0.3, 0.0], [-0.4, 0.1, 0.1], [0.0, 0.0, 0.2], [-0.4, -0.3, 0.1], [0.0, -0.5, -0.1], [0.4, 0.0, 0.2], [0.2, -0.3, -0.1], [0.2, -0.3, -0.3], [0.1, 0.1, 0.0], [-0.1, 0.2, -0.2], [0.2, 0.0, 0.2], [-0.2, 0.2, -0.1], [0.9, -0.3, 1.2], [1.3, 0.7, 0.4], [-0.6, -0.1, -0.1], [-0.4, 0.1, 0.3], [-0.3, -0.2, -0.1], [0.2, -0.3, -0.3], [-0.5, -0.3, -0.2], [0.2, 0.3, 0.1], [-0.2, 0.0, 0.0], [-0.3, -0.2, -0.1], [0.0, -0.1, -0.2], [0.4, 0.1, -0.1]],
  "orbital_gap_ev": [6.346, 4.904],
  "relative_energy_kj_mol": 0.0,
  "e_tot_ev": -109101.37459,
  "total_charge": 2,
  "spin_multiplicity": 6
}

=====

No. 2
{
  "formula": "C6H10N2",
  "method": "the ωB97M-V functional and the def2-TZVPD basis",
  "symbols": ["C", "C", "C", "N", "C", "C", "C", "N", "H", "H", "H", "H", "H", "H", "H", "H", "H", "H"],
  "positions_angstrom": [[0.89124, 0.01006, -0.12233], [-0.75328, -1.28512, 0.90226], [1.91760, 0.13567, -1.20302], [0.73723, -1.25902, 0.65423], [-0.57235, 0.31842, -0.32200], [-1.09475, 0.17563, 1.07233], [-1.43719, 1.46468, 1.16818], [-1.34316, 0.34754, -1.35667], [1.01777, -2.06469, 0.09931], [1.24008, 0.73300, 0.63184], [-2.31831, 0.36090, -0.98813], [-1.05673, -1.90795, 1.74229], [-1.21737, -1.76854, 0.01512], [1.59575, -0.26566, -2.16218], [2.14717, 1.20431, -1.33018], [2.85441, -0.33845, -0.88203], [-1.89998, 2.05452, 0.37119], [-0.70812, 2.08472, 1.70976]],
  "atomic_forces_ev_per_a": [[0.1, 0.7, 1.2], [0.9, -1.8, 2.7], [0.2, 0.0, -0.6], [-0.5, 0.0, -0.1], [-2.7, 0.3, -3.9], [0.7, -1.7, -2.8], [1.3, 2.2, 2.0], [1.2, 0.3, 0.3], [-0.3, 0.1, -0.1], [-0.2, -0.1, 0.0], [0.7, 0.0, -0.6], [0.6, -0.1, 0.4], [-0.4, 0.8, 0.3], [0.0, -0.1, 0.0], [-0.1, -0.3, -0.1], [-0.2, 0.0, -0.1], [0.6, -0.5, -0.5], [-1.7, 0.3, 1.9]],
  "orbital_gap_ev": [7.601, 7.628],
  "relative_energy_kj_mol": 645.1,
  "e_tot_ev": -9357.75062,
  "total_charge": 0
}

=====

No. 3
{
  "formula": "C35H51F3IN8OP",
  "method": "the ωB97M-V functional and the def2-TZVPD basis",
  "symbols": ["O", "P", "I", "C", "C", "C", "C", "N", "C", "C", "C", "C", "F", "F", "F", "C", "N", "C", "C", "H", "H", "H", "H", "H", "H", "H", "H", "H", "C", "C", "C", "C", "N", "H", "H", "H", "H", "H", "H", "H", "C", "C", "C", "C", "N", "H", "H", "H", "H", "H", "H", "H", "C", "C", "C", "C", "N", "H", "H", "H", "H", "H", "H", "H", "C", "C", "C", "C", "N", "H", "H", "H", "H", "H", "H", "H", "C", "C", "C", "C", "N", "H", "H", "H", "H", "H", "H", "H", "C", "C", "C", "C", "N", "H", "H", "H", "H", "H", "H", "H"],
  "positions_angstrom": [[12.18303, 1.87805, 2.51436], [11.15020, 1.82682, 1.13804], [12.40737, 0.49973, -0.55612], [9.62202, 0.74514, 1.48389], [9.06340, 0.79481, 2.96638], [7.79540, -0.05475, 3.25122], [7.07138, -0.93838, 2.15341], [5.88720, -1.64090, 2.56853], [5.28922, -2.36916, 1.49900], [3.91947, -3.15890, 1.84149], [2.83470, -2.05516, 2.35822], [2.54617, -0.90890, 1.28486], [3.50017, 0.13709, 1.25375], [1.26704, -0.30377, 1.54342], [2.43178, -1.56970, 0.00283], [5.89662, -2.42201, 0.06726], [7.07862, -1.76395, -0.38466], [7.62487, -1.00529, 0.70908], [8.92750, -0.15086, 0.40310], [12.01379, 2.70390, 3.03897], [9.57028, 1.41457, 3.78362], [7.37948, -0.01383, 4.31746], [3.53197, -3.78878, 0.97311], [4.13734, -3.89936, 2.70581], [3.10551, -1.67095, 3.40338], [1.84733, -2.64754, 2.49192], [5.32331, -3.04620, -0.71797], [9.42197, -0.15171, -0.63378], [-1.33278, 1.67344, 2.02410], [-1.90994, 1.59280, 0.61672], [-2.70685, 2.83643, 0.22226], [-3.89728, 3.02254, 1.05780], [-4.82644, 3.16870, 1.72180], [-2.12077, 1.74554, 2.77760], [-0.74671, 0.77757, 2.24251], [-0.67618, 2.54184, 2.12838], [-2.54045, 0.70051, 0.53680], [-1.08620, 1.46447, -0.09242], [-3.01780, 2.74339, -0.82282], [-2.06873, 3.72395, 0.28418], [-8.01774, 3.35725, 2.63318], [-8.59543, 3.27769, 1.22642], [-9.39168, 4.52192, 0.83288], [-10.58168, 4.70838, 1.66887], [-11.51041, 4.85480, 2.33311], [-8.80576, 3.42946, 3.38719], [-7.43179, 2.46095, 2.85105], [-7.36081, 4.22460, 2.73736], [-9.22670, 2.38577, 1.14619], [-7.77188, 3.14921, 0.51705], [-9.70308, 4.42965, -0.21217], [-8.75290, 5.40895, 0.89509], [-0.54662, -3.70897, -3.32897], [0.82802, -4.30059, -3.04475], [0.77828, -5.51769, -2.12102], [0.27958, -5.18056, -0.78406], [-0.12035, -4.91222, 0.26151], [-1.02224, -3.34232, -2.41608], [-0.45849, -2.86502, -4.01862], [-1.20580, -4.45285, -3.78609], [1.47096, -3.52583, -2.61286], [1.28375, -4.59897, -3.99397], [1.78512, -5.93646, -2.02937], [0.15089, -6.29782, -2.56437], [12.42827, 0.31070, -5.19303], [12.95871, -1.11678, -5.24389], [11.86713, -2.16986, -5.05324], [11.24731, -2.09353, -3.72689], [10.75817, -2.02372, -2.68724], [11.99022, 0.54160, -4.21898], [13.24063, 1.02143, -5.36768], [11.66590, 0.47233, -5.96036], [13.73690, -1.23900, -4.48255], [13.43623, -1.27849, -6.21537], [12.30490, -3.16419, -5.18401], [11.10075, -2.05785, -5.82711], [-5.29672, -5.61038, -6.27317], [-4.59924, -4.80849, -5.18149], [-4.25923, -3.38092, -5.60959], [-3.29444, -3.34619, -6.71379], [-2.54233, -3.32455, -7.58497], [-4.65890, -5.73114, -7.15186], [-5.54715, -6.60932, -5.90583], [-6.22403, -5.12194, -6.58543], [-3.68988, -5.33574, -4.87279], [-5.25458, -4.76544, -4.30594], [-3.83953, -2.84404, -4.75325], [-5.17262, -2.85079, -5.89835], [-11.14851, 5.89854, 5.75381], [-11.89035, 5.26167, 6.92201], [-13.01405, 6.14095, 7.47057], [-12.51137, 7.39441, 8.04184], [-12.11266, 8.38047, 8.48217], [-10.65227, 6.82559, 6.05115], [-10.38026, 5.21712, 5.37852], [-11.83299, 6.12276, 4.93141], [-11.17482, 5.02537, 7.71731], [-12.31944, 4.31180, 6.58793], [-13.55224, 5.58799, 8.24656], [-13.73775, 6.35909, 6.67850]],
  "atomic_forces_ev_per_a": [[-1.5, -0.1, -0.5], [-0.2, 0.6, 0.3], [-0.3, 0.2, 0.8], [-2.5, -3.2, 0.6], [-3.1, -3.1, -2.6], [2.5, 1.2, -2.1], [0.7, 0.7, 0.2], [0.9, -0.8, -4.9], [1.9, 0.9, 0.1], [1.0, 1.0, 0.6], [-0.6, -1.2, -0.1], [-0.7, -0.4, 0.2], [-2.4, -2.6, -0.4], [3.1, -1.2, -0.8], [0.4, 2.2, 2.6], [1.0, 1.0, 0.6], [-3.2, -0.3, 5.2], [1.8, 1.6, 0.5], [0.1, 1.3, 3.3], [0.1, -1.0, -1.0], [-0.9, -1.1, -1.4], [0.5, -0.3, -1.9], [0.6, 1.2, 1.0], [-0.4, 1.4, -1.3], [-0.2, -0.2, -1.9], [1.4, 1.2, -0.4], [1.1, 1.1, 1.4], [-1.1, -0.3, 1.7], [0.0, -0.1, 0.1], [0.2, -0.3, 0.2], [0.1, -0.1, -0.3], [-0.2, 0.2, 0.1], [0.3, -0.1, -0.3], [0.0, 0.1, -0.1], [-0.1, 0.2, 0.0], [0.0, -0.1, 0.0], [0.0, 0.2, -0.1], [-0.1, 0.1, 0.0], [-0.1, 0.1, 0.1], [-0.2, 0.0, 0.1], [0.0, -0.1, 0.1], [0.2, -0.3, 0.3], [0.1, -0.2, -0.3], [-0.2, 0.2, 0.1], [0.3, -0.1, -0.2], [0.0, 0.0, -0.1], [0.0, 0.2, 0.0], [0.0, -0.1, 0.0], [0.0, 0.2, -0.1], [-0.1, 0.1, 0.0], [-0.1, 0.1, 0.1], [-0.2, 0.0, 0.1], [0.0, 0.1, 0.0], [-0.1, 0.3, -0.2], [0.3, 0.0, -0.2], [-0.2, -0.1, 0.2], [0.2, 0.0, -0.3], [0.0, -0.1, 0.0], [0.0, -0.1, 0.0], [0.0, 0.0, 0.0], [0.0, -0.2, 0.0], [0.0, -0.1, 0.2], [-0.1, 0.0, 0.1], [0.0, 0.1, 0.2], [0.1, 0.1, 0.0], [0.2, 0.4, 0.0], [0.3, -0.2, -0.2], [-0.3, 0.0, 0.2], [0.2, 0.0, -0.3], [0.0, 0.0, 0.0], [-0.1, 0.0, 0.0], [0.0, 0.0, 0.1], [-0.1, -0.1, -0.1], [-0.1, -0.1, 0.1], [-0.2, 0.0, 0.1], [0.0, 0.0, 0.2], [0.0, -0.1, 0.0], [-0.1, -0.4, 0.0], [0.0, 0.0, 0.3], [0.1, 0.1, -0.2], [-0.2, -0.1, 0.3], [0.0, 0.1, 0.0], [0.0, 0.1, -0.1], [0.1, 0.0, 0.0], [-0.1, 0.2, 0.0], [0.1, 0.1, 0.0], [0.1, 0.1, -0.2], [0.2, 0.0, -0.1], [0.1, 0.0, 0.0], [0.4, -0.1, -0.2], [-0.1, -0.3, 0.1], [0.0, 0.3, 0.0], [-0.1, -0.4, -0.1], [-0.1, 0.0, 0.0], [-0.1, 0.1, 0.0], [0.1, -0.1, 0.0], [-0.2, 0.0, 0.0], [-0.1, 0.1, 0.1], [0.0, 0.2, 0.0], [0.1, 0.1, 0.1]],
  "orbital_gap_ev": 7.189,
  "e_tot_ev": -76626.53477,
  "total_charge": 0,
  "smiles": "OP(I)c1ccc2nc(CCC(F)(F)F)cnc2c1.CCCC#N.CCCC#N.CCCC#N.CCCC#N.CCCC#N.CCCC#N"
}